1.
The following is a DFT calculation (wB97M-V/def2-TZVPD) of C19H27ClN4 in the gas phase.

The relative energy (zero: lowest compared OMol25 entry of this formula, charge and spin) comes out at 0.0 kcal/mol. For the calculated total energy, the calculation gives -38623.9826 eV. For the LUMO energy, the calculation gives 0.7 eV. As for the HOMO-LUMO gap: 8.7 eV.

Structure (ORCA input):
```
! RIJCOSX wB97M-V def2-TZVPD def2/J DEFGRID3
* xyz 0 1
Cl -1.57039 3.08336 -1.79884
N -2.35141 -0.62890 1.85271
N 3.58444 0.10620 0.15452
N 4.07046 -1.09408 -0.12398
N -0.40950 -1.26748 -0.06196
C 5.46100 -1.38312 0.07106
C -0.16671 3.48334 0.47092
C 0.46052 1.57758 -0.87190
C 3.11185 -1.92161 -0.58963
C -1.78791 -1.11713 -0.48089
C 0.83017 3.15860 1.37635
C -1.97512 -3.59195 -1.18023
C 1.44814 1.24678 0.04941
C -2.67239 -2.39309 -0.53914
C 0.58043 -1.73426 -1.00405
C -0.33388 2.68697 -0.65011
C 2.29153 0.07535 -0.15091
C -3.05550 0.23022 2.77830
C -3.95126 -2.10720 -1.32744
C -0.27676 -1.77093 1.28383
C 1.93357 -1.20756 -0.63413
C -2.40693 -0.10804 0.49835
C 1.63422 2.05383 1.16963
C -0.96646 -0.80698 2.24416
H 0.31838 0.98042 -1.75654
H -0.80292 4.34021 0.62857
H -3.71131 -1.83222 -2.35331
H -1.85387 0.84253 0.42062
H -2.94534 -2.64796 0.48908
H -0.42224 0.15565 2.23258
H -0.70977 -2.77738 1.40635
H -4.58087 -2.99440 -1.35156
H -0.93808 -1.21280 3.25885
H 5.93074 -0.48720 0.47122
H -3.01567 -0.21002 3.77407
H 2.41229 1.79831 1.87182
H -4.09824 0.30612 2.47259
H -1.14834 -3.94968 -0.57297
H 5.58850 -2.20691 0.77623
H 0.66088 -2.83333 -1.06001
H -1.60104 -3.33622 -2.16968
H 0.78590 -1.82396 1.53324
H -1.77266 -0.66322 -1.47922
H -2.68356 -4.41184 -1.28855
H 0.97297 3.77526 2.25150
H -3.44974 0.08219 0.24374
H 3.32505 -2.93773 -0.85645
H 0.29655 -1.37587 -1.99886
H -2.62754 1.24475 2.82524
H 5.93631 -1.64946 -0.87517
H -4.52794 -1.30169 -0.88319
*
```



2.
The following is a DFT calculation (wB97M-V/def2-TZVPD) of 5 unconnected molecules or ions with the total composition C19H27F12NO11P.

For the calculated total energy, the calculation gives -86052.5006 eV. For the LUMO energy, the calculation gives 2.0 eV. As for the HOMO-LUMO gap: 5.5 eV.

Structure (ORCA input):
```
! RIJCOSX wB97M-V def2-TZVPD def2/J DEFGRID3
* xyz -1 1
P 1.25422 2.51918 1.12930
F -8.32166 -5.83617 -6.63909
F -5.11179 -0.50280 7.90994
F -7.02449 -0.15626 6.96665
F -1.61346 -5.00743 -1.24909
F 8.71335 3.79494 0.74863
F -3.08041 -5.45119 0.27037
F -6.45411 -2.15681 7.56169
F -8.98124 -3.78311 -6.54786
F -3.47439 -3.90594 -1.18955
F 10.41335 4.61750 -0.29504
F 9.02462 3.32470 -1.33594
F -7.56480 -4.39285 -8.06120
O 0.79164 1.23391 1.90580
O -4.32979 -0.73812 5.26096
O -6.63318 -3.21674 -5.18722
O 8.88020 6.21272 -1.82569
O -6.14266 -2.03237 4.89333
O -5.82655 -5.21850 -5.85011
O 5.10487 0.65942 1.69610
O 5.55060 2.89627 1.88676
O 7.19440 5.82127 -0.37533
O -2.10163 -3.27301 1.68225
O -1.04632 -2.59992 -0.19685
N 2.77700 2.99197 1.80273
C 3.42219 4.08356 1.02659
C -7.90319 -4.55880 -6.76430
C -5.98147 -1.01348 7.01965
C 8.17052 7.35175 -2.33600
C -1.87213 -3.39545 0.50538
C -2.50647 -4.43954 -0.41006
C -5.35650 -1.23214 5.64403
C 8.26577 5.52892 -0.83541
C -4.65509 -3.38903 3.53244
C 5.63482 1.67067 1.15790
C -4.92642 -5.37852 -3.59916
C -5.69093 -2.28257 3.55131
C 5.05712 3.97708 1.03307
C 8.39074 8.56035 -1.44772
C -6.74273 -4.22863 -5.82887
C -4.65423 -5.01056 -5.04410
C 0.81209 -2.04425 1.27246
C -0.41031 -1.53251 0.53846
C 9.10216 4.31953 -0.42535
H 7.97715 8.39680 -0.45005
H -0.11011 -0.78122 -0.19356
H 5.47651 3.91944 -0.03636
H 3.17767 5.08900 1.55316
H -1.11786 -1.05263 1.21925
H -5.31011 -1.36639 3.09125
H 3.08365 4.15812 -0.07349
H 9.45909 8.75471 -1.32214
H 1.49672 -2.54111 0.57905
H -4.37111 -3.63458 2.50822
H 0.19334 3.48554 1.33846
H -4.01673 -5.29784 -3.00295
H 6.12136 1.59951 0.11064
H -3.75610 -3.09716 4.07926
H -6.56739 -2.59006 2.97715
H 7.91788 9.44613 -1.87724
H 8.56978 7.55043 -3.33262
H 1.36974 2.15134 -0.27702
H -3.87560 -5.66040 -5.44820
H 5.47852 4.95650 1.47637
H -5.68535 -4.72566 -3.16210
H -4.29496 -3.98191 -5.13716
H 0.53708 -2.78145 2.03143
H 7.10681 7.12699 -2.45434
H -5.04541 -4.28816 4.01725
H 1.33842 -1.22194 1.76247
H -5.30671 -6.40105 -3.52856
*
```



3.
The following is a DFT calculation (wB97M-V/def2-TZVPD) of 4 unconnected molecules or ions with the total composition C19H27F3N4O3.

The relative energy (zero: lowest compared OMol25 entry of this formula, charge and spin) comes out at 13.7 kcal/mol. For the calculated total energy, the calculation gives -40396.0086 eV. For the LUMO energy, the calculation gives -0.7 eV. As for the HOMO-LUMO gap: 9.4 eV.

Structure (ORCA input):
```
! RIJCOSX wB97M-V def2-TZVPD def2/J DEFGRID3
* xyz 0 1
F 2.17173 1.20622 2.84501
F 0.94040 2.65085 1.95863
F 2.87013 3.19134 2.72367
O 0.36831 2.43171 6.47064
O 0.62850 0.63556 5.15100
O 0.10820 4.60947 6.93751
N 0.07714 -3.60405 -1.41274
N -3.42364 -6.33600 -6.65999
N 1.21450 5.21449 4.40473
N -0.32749 0.37617 -0.92291
C 1.01632 3.94553 4.82734
C 0.22087 -1.55264 1.34867
C 0.43631 3.77343 6.21675
C 0.12913 0.02973 -1.90704
C -0.40600 -2.91952 1.06270
C -3.63367 -6.02685 -5.58498
C -3.90049 -5.62565 -4.19272
C 0.71668 -0.43333 -3.17387
C 1.95802 1.76575 -3.51833
C 1.79578 2.46457 2.93550
C 2.06671 0.24787 -3.41928
C 1.22212 2.74322 4.27764
C -0.75316 5.15431 2.76865
C 0.72995 1.77703 5.31155
C -3.27388 -4.25920 -3.89776
C 1.73288 -1.54381 1.16403
C 0.73187 5.52938 3.05030
C -0.13927 -3.30681 -0.33446
C -1.75949 -4.25078 -4.07024
H -0.01340 -1.25933 2.37510
H 0.90629 5.88886 5.09475
H 2.75855 -0.00889 -2.61398
H 1.28065 2.05896 -4.32341
H 0.02172 -0.21106 -3.98531
H -1.28611 -4.98500 -3.41800
H -0.22310 -0.80358 0.68640
H -1.30086 6.07625 2.54266
H 2.01426 -1.76938 0.13223
H 2.49408 -0.14158 -4.34518
H -1.26970 4.69381 3.61246
H 2.13416 -0.56184 1.40151
H -0.80812 4.56076 1.85559
H 2.93526 2.20479 -3.72212
H -1.47300 -4.47037 -5.10092
H 1.59306 2.20265 -2.58704
H 2.21452 -2.27549 1.81785
H -3.51776 -3.97265 -2.87240
H -3.71380 -3.50493 -4.55447
H -1.48486 -2.88227 1.21705
H -4.97984 -5.58742 -4.04222
H 0.84096 -1.51639 -3.12264
H 0.81627 6.61123 2.91968
H 0.00340 -3.68278 1.72696
H -3.49300 -6.38525 -3.52403
H -1.35426 -3.27078 -3.82127
H 1.38619 5.10371 2.29076
*
```



4.
The following is a DFT calculation (wB97M-V/def2-TZVPD) of C19H27FN4O4S in the gas phase.

The relative energy (zero: lowest compared OMol25 entry of this formula, charge and spin) comes out at 2.4 kcal/mol. For the calculated total energy, the calculation gives -47843.4526 eV. For the LUMO energy, the calculation gives 0.5 eV. As for the HOMO-LUMO gap: 9.7 eV.

Structure (ORCA input):
```
! RIJCOSX wB97M-V def2-TZVPD def2/J DEFGRID3
* xyz 0 1
S -1.34185 6.67879 -0.55563
F 1.53740 -5.66041 -0.44981
O 1.91677 1.51063 0.73689
O -2.14180 6.17472 -1.63092
O -1.92598 7.38263 0.55069
O -1.10811 -3.94222 -1.81595
N 0.41801 5.38946 1.12191
N -0.18110 7.70396 -1.14182
N 0.03138 1.04331 -0.47107
N 0.99053 -3.10427 -1.63990
C -0.43600 -6.53158 1.67793
C -1.39153 1.01431 -0.13255
C 1.81477 -2.13942 0.52922
C 0.65097 -2.05689 -2.60020
C 0.94687 4.16032 1.30545
C 0.59501 -1.22389 0.44405
C -0.48188 -5.41746 0.66030
C 0.32947 -5.04558 -0.30889
C 0.44448 3.29920 0.35039
C 0.86866 1.88708 0.23749
C -0.09537 -0.87761 -1.98327
C -1.98591 -6.44663 1.72610
C -1.91262 -5.07299 1.00338
C 0.68104 6.55198 1.95426
C 0.00961 -3.98738 -1.32249
C 0.61585 -0.27633 -0.77013
C -0.42200 5.33281 0.03250
C -0.42254 4.05602 -0.47047
C 2.15370 -2.85478 -0.78796
H 1.64742 3.96037 2.09921
H 0.00486 7.53031 -2.12267
H 1.59013 -1.71662 -3.04185
H -1.68025 1.94390 0.34861
H 2.82436 -2.23521 -1.38345
H -0.98112 3.72792 -1.33072
H -1.09427 -1.21624 -1.69950
H 0.01766 -6.19533 2.61318
H -0.31877 -1.82580 0.42303
H -0.20871 6.83093 2.51426
H -0.46732 8.66272 -0.97934
H 0.56855 -0.62567 1.35578
H -1.95791 -4.24536 1.71601
H 1.48786 6.30065 2.63754
H 0.98653 7.39066 1.33213
H 0.02901 -7.46730 1.37465
H -1.60781 0.19582 0.55879
H -2.58622 -4.87685 0.17486
H 2.68355 -1.55095 0.83326
H -2.43750 -7.20029 1.08253
H -2.45986 -6.47705 2.70429
H 2.67726 -3.78571 -0.59210
H -0.21141 -0.10655 -2.74977
H -2.00423 0.88548 -1.02444
H 0.04222 -2.50306 -3.38345
H 1.64032 -2.87923 1.31383
H 1.65784 -0.06934 -1.02412
*
```



Which value of calculated total energy does entry 3 give? -40396.0086 eV